Entry 1:
The following is a DFT calculation (ωB97M-V/def2-TZVPD) of a structure of composition C13H10BrN2O3Pt in a non-equilibrium geometry.

Positions of all 30 atoms, in Å:
Pt -2.09376 -2.32766 -0.00032
O 6.53600 0.11620 0.00823
C 5.74231 -0.98803 -0.00341
O 6.26480 -2.06771 -0.01399
C 4.26926 -0.76890 -0.00181
C 3.67047 0.49099 -0.00565
C 2.29602 0.62507 -0.00501
C 1.46597 -0.50417 -0.00111
C 2.06710 -1.76423 0.00186
C 3.44255 -1.89231 0.00142
N 0.07640 -0.49365 -0.00020
C -0.70023 0.47077 0.00052
C -3.01935 0.73780 -0.00058
C -3.29966 2.07186 -0.00036
C -4.64933 2.45488 0.00035
C -5.63578 1.50781 0.00117
C -5.24643 0.15258 0.00060
N -3.98849 -0.20259 -0.00089
H 6.00802 0.92039 0.02590
H 4.25452 1.40627 -0.01141
H 1.86956 1.62156 -0.00841
H 1.42085 -2.63446 0.00409
H 3.89336 -2.87496 0.00319
H -0.38580 1.50392 0.00267
H -2.51274 2.81726 -0.00045
H -4.89903 3.50791 0.00049
H -6.68217 1.78312 0.00194
H -5.97768 -0.64955 0.00160
O -1.93791 -0.27895 -0.00020
Br -2.24885 -4.74124 -0.00020

Atoms 1-3, force components in eV/Å:
-0.1 -1.2 0.0
0.1 0.0 0.0
0.1 0.1 0.0

Results
Highest occupied orbital energy = -2.495 eV
Charge = -1
Kohn-Sham gap = 4.61 eV

Entry 2:
The following is a DFT calculation (ωB97M-V/def2-TZVPD) of an isolated molecule of C4H9NOS in a non-equilibrium geometry.

Positions of all 16 atoms, in Å:
O 2.84151 -1.70020 0.26243
C 1.97687 -0.94582 -0.12615
N 1.09022 -0.28883 0.67767
C 0.55908 0.99046 0.21367
C -0.77833 0.89648 -0.52356
C -1.82262 -0.03485 0.10503
S -1.82163 -1.69495 -0.62566
H 2.06869 -0.58905 -1.16526
H 1.32795 -0.44777 1.64678
H 1.20477 1.38898 -0.58737
H 0.74678 1.72116 0.98868
H -0.67977 0.70656 -1.58727
H -1.20131 1.90840 -0.41918
H -2.82274 0.30072 -0.17325
H -1.82635 0.04465 1.19019
H -0.86313 -2.25593 0.12324

Atoms 1-3, force components in eV/Å:
-0.6 -0.6 0.3
1.7 0.7 0.0
0.3 -0.4 -0.6

Results
SMILES = O=CNCCCS
Highest occupied orbital energy = -9.120 eV
Charge = 0
Kohn-Sham gap = 9.90 eV

Entry 3:
The following is a DFT calculation (ωB97M-V/def2-TZVPD) of a structure of composition C2H20CrO16 in a non-equilibrium geometry.

Positions of all 39 atoms, in Å:
Cr 4.83747 10.99068 5.65377
C 9.81807 3.68673 4.28658
O 10.73134 3.00479 4.51159
O 5.84225 11.36661 4.46172
O 8.76648 4.40242 4.28052
C 8.72411 9.11491 4.14016
O 7.80797 9.84123 4.09696
O 9.79961 8.82435 3.68465
O 3.62161 7.73093 10.55662
O 7.79463 5.61572 6.77559
H 8.39537 5.40197 6.00973
H 8.33882 5.82599 7.55622
O 5.36140 7.94658 6.16050
H 4.90294 7.56768 5.38053
H 5.13230 7.41571 6.92120
O 11.61440 10.43158 9.98103
H 10.78789 9.90110 10.19146
H 11.55389 11.26350 10.52886
O 2.99378 10.95045 5.72941
H 2.92400 8.28851 10.37245
H 2.83695 11.74970 6.27507
O 8.34516 5.95213 9.39598
H 7.54236 6.04527 9.75854
H 8.79468 6.80560 9.34582
O 10.84412 7.42118 7.57466
H 11.62391 7.14930 7.06087
H 10.64005 8.34278 7.58608
O 7.38462 9.44375 10.36078
H 7.03031 10.25673 10.09940
H 7.23497 9.24179 11.32336
O 6.18742 4.92980 10.88421
H 6.27193 4.24351 11.59563
H 5.50797 5.54948 11.18902
O 5.92370 10.50686 6.99047
H 6.75083 10.36552 6.52671
H 3.99547 7.68409 9.57119
O 9.25590 9.91819 6.88004
H 8.35094 9.55905 6.60196
H 9.66406 10.41143 6.17829

Atoms 1-3, force components in eV/Å:
-0.5 -0.3 -0.2
-5.7 3.5 1.6
-0.8 0.8 -1.0

Results
Highest occupied orbital energy (spin up / spin down) = -2.397 / -5.235 eV
Charge = -1
Multiplicity = 4
Kohn-Sham gap (spin up / spin down) = 4.36 / 7.20 eV

Entry 4:
The following is a DFT calculation (ωB97M-V/def2-TZVPD) of a structure of composition C47H51AsN9OPRuSSi2 in a non-equilibrium geometry.

Positions of all 114 atoms, in Å:
Ru -0.27364 -0.78976 0.35416
C -1.33220 -5.32214 -2.95343
N -1.54417 -4.06821 -2.22440
C -0.65288 -3.12651 -1.91584
N -1.19327 -2.27761 -1.06278
C -2.45878 -2.76504 -0.88143
N -2.70344 -3.85241 -1.56675
C -0.74604 -6.34128 -2.00022
C -1.48508 -7.38857 -1.46959
C -0.91666 -8.22063 -0.50739
C 0.37177 -7.99659 -0.04817
C 1.10867 -6.94006 -0.57542
C 0.54982 -6.13583 -1.55802
C 2.45231 -6.60788 -0.10199
N 3.21028 -7.18481 0.75861
N 4.37692 -6.42122 0.82871
C 4.21960 -5.44686 0.00490
O 3.02507 -5.49580 -0.62314
C 5.10115 -4.31839 -0.29067
C 6.37617 -4.25530 0.26160
C 7.16837 -3.14811 0.00423
C 6.68859 -2.10676 -0.78113
C 5.41880 -2.17124 -1.34126
C 4.93024 -1.03424 -2.21232
N 3.48236 -0.84144 -2.14546
C 2.70751 -0.76867 -1.06833
N 1.44769 -0.58538 -1.42910
C 1.52275 -0.54614 -2.79441
N 2.73602 -0.70571 -3.26688
C 4.63258 -3.28720 -1.09917
H -0.65335 -5.12431 -3.77974
H -2.29825 -5.63541 -3.33544
H 0.33852 -3.05616 -2.33602
H -3.19009 -2.30085 -0.24155
H -2.50251 -7.55762 -1.80366
H -1.49125 -9.04508 -0.10658
H 0.81970 -8.63628 0.70246
H 1.14529 -5.33526 -1.98026
H 6.72092 -5.06929 0.88751
H 8.16450 -3.09021 0.42343
H 7.31763 -1.24232 -0.96475
H 5.15115 -1.22112 -3.26084
H 5.42549 -0.11024 -1.91913
H 3.08605 -0.83898 -0.06337
H 0.66865 -0.39868 -3.43447
H 3.64428 -3.36755 -1.53452
C 3.85427 -5.11121 4.69475
C 2.48080 -4.96380 4.84308
C 1.75142 -4.20295 3.93920
C 2.40068 -3.57156 2.88190
C 3.78031 -3.72832 2.73470
C 4.50451 -4.49747 3.63329
P 1.57093 -2.51955 1.63914
C -0.19010 -2.87343 1.97523
C -1.11899 -2.01022 2.55924
C -2.43518 -2.45938 2.76642
C -2.81891 -3.72005 2.37500
C -1.89578 -4.57458 1.75777
C -0.60380 -4.15235 1.55268
C 1.84114 -0.82182 2.24069
C 2.66945 -0.44875 3.29234
C 2.97362 0.89862 3.45924
C 2.48642 1.84029 2.56048
C 1.66627 1.45506 1.50194
C 1.31120 0.12453 1.34839
H 4.41228 -5.70285 5.40858
H 1.97372 -5.45237 5.66642
H 0.68032 -4.10168 4.06328
H 4.28896 -3.23826 1.90966
H 5.57151 -4.62217 3.49406
H -0.80367 -1.05008 2.95795
H -3.14339 -1.81075 3.26265
H -3.83483 -4.05536 2.54761
H -2.19327 -5.56594 1.43761
H 0.12110 -4.82139 1.09757
H 3.09761 -1.19537 3.95180
H 3.60457 1.21512 4.28083
H 2.74819 2.88515 2.68274
H 1.32039 2.19858 0.79234
C -3.86200 0.91370 3.46328
Si -4.21498 0.71360 1.64857
C -5.30318 -0.78076 1.37835
C -5.06085 2.27077 1.07854
As -2.32486 0.45765 0.24201
Si -3.17287 0.91400 -1.91833
C -4.85016 0.19639 -2.29650
C -3.17529 2.75255 -2.20270
C -1.91097 0.14521 -3.06985
H -4.80874 0.91185 4.01374
H -3.36449 1.86523 3.65289
H -3.22634 0.12753 3.87193
H -6.15405 -0.78171 2.06794
H -4.74395 -1.70640 1.53330
H -5.69749 -0.79784 0.35773
H -5.99694 2.40912 1.62692
H -5.29373 2.25484 0.01077
H -4.42684 3.14158 1.26915
H -5.63219 0.60310 -1.65039
H -4.85249 -0.89168 -2.19063
H -5.11552 0.43533 -3.33113
H -3.76150 3.28994 -1.45300
H -3.60091 2.97367 -3.18586
H -2.15630 3.14640 -2.17393
H -2.23767 -0.83743 -3.42122
H -0.97376 0.02346 -2.53399
H -1.74055 0.78042 -3.94489
S -0.30213 3.91665 3.54963
C -0.03832 2.68432 4.70133
C -0.42564 1.49085 4.18491
N -0.92942 1.52969 2.90284
C -0.91941 2.74911 2.46073
H 0.37775 2.89631 5.67421
H -0.37148 0.54893 4.71744
H -1.29281 3.03073 1.48235

Atoms 1-3, force components in eV/Å:
0.1 0.3 -2.2
0.0 -0.1 0.3
-0.1 0.0 -0.2

Results
Highest occupied orbital energy (spin up / spin down) = -9.661 / -9.900 eV
Charge = +1
Multiplicity = 2
Kohn-Sham gap (spin up / spin down) = 5.86 / 6.41 eV

Entry 5:
The following is a DFT calculation (ωB97M-V/def2-TZVPD) of the ion CH3N4O4 with charge +1 in a non-equilibrium geometry.

Positions of all 12 atoms, in Å:
N -1.90122 -0.27868 -0.15928
N -0.99303 1.12135 0.42816
C 0.06836 1.20164 -0.14292
N 1.30547 1.46044 -0.44796
O 1.92298 2.24102 -1.02589
O 1.86707 0.41999 0.67232
N 1.42237 -1.15351 0.45715
O 1.04029 -1.53236 1.44586
O 1.63161 -1.60119 -0.57668
H -1.25538 -1.10349 -0.10236
H -2.61465 -0.42202 0.53412
H -2.49386 -0.35318 -1.08253

Atoms 1-3, force components in eV/Å:
-0.5 -1.4 -2.0
-1.0 -0.3 -0.2
1.1 0.5 -1.2

Results
SMILES = [NH3+][N+]#C[N+](=O)ON([O-])[O-]
Highest occupied orbital energy (spin up / spin down) = -14.920 / -14.921 eV
Charge = +1
Kohn-Sham gap (spin up / spin down) = 8.25 / 8.28 eV

Entry 6:
The following is a DFT calculation (ωB97M-V/def2-TZVPD) of an isolated molecule of C7H14 in a non-equilibrium geometry.

Positions of all 21 atoms, in Å:
C -1.69683 0.12112 0.23529
C -1.05043 -1.23298 -0.17761
C 0.28197 -1.53834 0.55584
C 1.55342 -0.85836 0.05684
C 1.45196 0.58101 -0.51153
C 0.44656 1.56606 0.11430
C -1.01934 1.38558 -0.30612
H -1.74650 0.19246 1.33302
H -2.74497 0.13811 -0.10298
H -1.78153 -2.01624 0.05386
H -0.94125 -1.22138 -1.27320
H 0.10034 -1.29585 1.60991
H 0.69721 -2.55964 0.65865
H 2.21086 -1.11237 0.90870
H 2.01734 -1.45509 -0.73868
H 2.44836 1.03703 -0.49993
H 1.19677 0.50384 -1.58391
H 0.51798 1.51365 1.20804
H 0.74386 2.58668 -0.16652
H -1.09442 1.39936 -1.40520
H -1.59134 2.26537 0.03124

Atoms 1-3, force components in eV/Å:
0.1 -0.1 0.0
0.1 -0.1 0.0
-0.1 0.1 0.2

Results
SMILES = C1CCCCCC1
Highest occupied orbital energy = -10.339 eV
Charge = 0
Kohn-Sham gap = 11.52 eV

In eV, the energy values for the records above are, in order, -96053.0685, -18666.3394, -63579.7179, -164320.0558, -15216.0162, -7485.8560.